# 1
Molecular formula: CH4ClNO2P
Method: DFT, ωB97M-V with the def2-TZVPD basis set

Properties
Highest occupied orbital energy = -5.31 eV
Net charge = -1
Gap between HOMO and LUMO = 9.2517 eV
ΔE to the lowest compared entry with this formula, charge and spin = 37.65 kJ/mol
LUMO = 3.942 eV
E = -28502.599 eV

Last column: natural (NBO) charge in e.
CARTESIAN COORDINATES (ANGSTROEM)
Cl -0.1699 2.4591 0.1204  -0.5209
P -0.7749 0.6511 -0.9527  2.2347
O -2.2541 0.8166 -1.0831  -1.1298
O 0.2958 0.4545 -2.0959  -1.1192
N -0.5041 -0.4643 0.3498  -0.9754
C 0.8495 -0.8145 0.5968  -0.4237
H 1.2385 -0.6582 -0.3295  0.2288
H -0.9826 -0.3823 1.2894  0.3825
H 1.4486 -0.2012 1.2959  0.1588
H 0.8532 -1.8607 0.8090  0.1643

=====

# 2
Molecular formula: CH4ClNP2
Method: DFT, ωB97M-V with the def2-TZVPD basis set

Properties
Highest occupied orbital energy (spin up / spin down) = -8.77 / -8.33 eV
Net charge = 0
Gap between HOMO and LUMO (spin up / spin down) = 7.3163 / 6.7526 eV
ΔE to the lowest compared entry with this formula, charge and spin = 309.55 kJ/mol
LUMO (spin up / spin down) = -1.451 / -1.582 eV
E = -33688.560 eV

Last column: natural (NBO) charge in e.
CARTESIAN COORDINATES (ANGSTROEM)
Cl -0.8615 2.6255 -0.6230  -0.2911
P 0.9980 -0.5967 0.2593  1.0308
P 0.1138 2.1145 1.0784  0.2836
N 2.2544 -1.4228 0.0442  -0.8498
C -0.7975 -1.2846 -0.2667  -0.8847
H -0.4867 -1.5319 -1.2766  0.2425
H 1.3368 2.8638 0.7913  -0.0300
H -0.9739 -2.2636 0.1873  0.2503
H -1.5835 -0.5042 -0.1943  0.2483

=====

Question: What is the formula in the first record?
Answer: CH4ClNO2P